(1)
{
  "formula": "C34H33CoN9PS",
  "method": "the ωB97M-V functional and the def2-TZVPD basis",
  "symbols": ["Co", "C", "N", "C", "C", "N", "C", "P", "C", "N", "C", "C", "N", "C", "C", "N", "C", "C", "N", "C", "H", "H", "H", "H", "H", "H", "H", "H", "H", "H", "H", "H", "H", "H", "H", "N", "C", "C", "C", "C", "C", "C", "C", "C", "C", "C", "C", "C", "H", "H", "H", "H", "H", "H", "H", "H", "H", "H", "S", "C", "C", "C", "N", "C", "C", "C", "C", "C", "N", "C", "C", "H", "H", "H", "H", "H", "H", "H", "H"],
  "positions_angstrom": [[0.586, -0.395, 0.717], [0.729, -0.222, 6.185], [0.119, -0.547, 4.907], [-0.783, -1.542, 4.660], [-1.045, -1.493, 3.321], [-0.317, -0.489, 2.747], [0.383, 0.066, 3.724], [1.488, 1.507, 3.540], [2.751, 0.643, 2.552], [2.507, -0.444, 1.836], [3.723, -0.893, 1.407], [4.708, -0.079, 1.885], [4.085, 0.893, 2.613], [4.736, 2.007, 3.281], [0.540, 2.252, 2.175], [0.409, 1.748, 0.960], [-0.450, 2.573, 0.294], [-0.839, 3.590, 1.118], [-0.203, 3.381, 2.310], [-0.372, 4.165, 3.521], [0.410, -0.945, 6.930], [1.815, -0.260, 6.107], [0.436, 0.775, 6.510], [-1.168, -2.183, 5.434], [-1.728, -2.096, 2.744], [3.832, -1.743, 0.753], [5.776, -0.114, 1.751], [5.671, 2.231, 2.774], [4.101, 2.888, 3.242], [4.947, 1.768, 4.323], [-0.716, 2.406, -0.737], [-1.495, 4.428, 0.954], [-0.901, 5.082, 3.279], [-0.954, 3.612, 4.259], [0.596, 4.415, 3.952], [0.744, -2.585, 0.756], [0.330, -3.137, -0.496], [-0.656, -4.113, -0.522], [-1.117, -4.625, -1.724], [-0.571, -4.166, -2.911], [0.417, -3.195, -2.883], [0.885, -2.656, -1.683], [1.879, -1.551, -1.714], [2.919, -1.621, -2.651], [3.785, -0.558, -2.837], [3.608, 0.602, -2.096], [2.605, 0.660, -1.139], [1.742, -0.409, -0.907], [0.236, -3.015, 1.517], [1.736, -2.711, 0.918], [-1.060, -4.487, 0.414], [-1.894, -5.378, -1.726], [-0.921, -4.552, -3.859], [0.818, -2.810, -3.812], [3.044, -2.528, -3.232], [4.584, -0.626, -3.564], [4.260, 1.454, -2.251], [2.503, 1.562, -0.541], [-4.901, 1.484, -2.442], [-3.495, 0.705, -1.742], [-2.345, 0.367, -2.451], [-1.270, -0.168, -1.766], [-1.259, -0.382, -0.448], [-2.383, -0.089, 0.217], [-3.510, 0.443, -0.372], [-4.627, 1.251, -4.194], [-4.165, 2.287, -4.987], [-4.024, 2.047, -6.349], [-4.309, 0.882, -6.919], [-4.752, -0.103, -6.145], [-4.933, 0.029, -4.774], [-2.279, 0.520, -3.519], [-0.367, -0.422, -2.304], [-2.376, -0.296, 1.281], [-4.389, 0.655, 0.223], [-3.922, 3.253, -4.566], [-3.665, 2.827, -7.010], [-4.980, -1.039, -6.641], [-5.304, -0.792, -4.176]],
  "total_charge": 1,
  "energy_ev": -106951.9123,
  "spin_multiplicity": 2,
  "relative_energy_ev": 0.000,
  "homo_energy_ha": [-0.36164, -0.36597],
  "molar_mass_g_mol": 689.68,
  "orbital_gap_ev": [7.7, 7.9],
  "s2": 0.77,
  "fmax_ev_per_a": 1.133
}


(2)
{
  "formula": "C4H7NO2",
  "method": "the ωB97M-V functional and the def2-TZVPD basis",
  "symbols": ["C", "C", "O", "C", "C", "N", "O", "H", "H", "H", "H", "H", "H", "H"],
  "positions_angstrom": [[-2.106, 0.773, -0.193], [0.086, -0.476, 1.608], [0.043, -1.455, 0.722], [0.973, -1.273, -0.363], [1.658, 0.000, 0.019], [2.592, 0.595, -0.562], [1.032, 0.399, 1.203], [-2.700, 1.686, -0.259], [-2.698, -0.082, -0.531], [-1.220, 0.883, -0.829], [-1.796, 0.610, 0.841], [0.414, -1.187, -1.296], [1.650, -2.126, -0.404], [2.859, 1.446, -0.068]],
  "energy_ev": -9844.2661,
  "spin_multiplicity": 1,
  "relative_energy_ev": 3.014,
  "homo_energy_ha": -0.36324,
  "molar_mass_g_mol": 101.10,
  "orbital_gap_ev": 10.7,
  "fmax_ev_per_a": 0.443
}


(3)
{
  "formula": "C52H44BInN9O4S",
  "method": "the ωB97M-V functional and the def2-TZVPD basis",
  "symbols": ["In", "O", "C", "N", "C", "C", "C", "C", "C", "C", "N", "C", "C", "C", "C", "C", "N", "H", "H", "H", "H", "H", "H", "H", "H", "H", "H", "C", "C", "N", "C", "C", "N", "C", "C", "C", "C", "C", "N", "C", "C", "N", "C", "C", "N", "C", "C", "C", "N", "C", "C", "H", "H", "H", "H", "H", "H", "H", "H", "H", "H", "H", "H", "C", "C", "C", "C", "C", "C", "C", "C", "O", "B", "O", "C", "C", "H", "H", "H", "H", "H", "H", "H", "H", "H", "H", "H", "H", "O", "S", "C", "C", "C", "C", "C", "C", "C", "C", "C", "C", "C", "C", "H", "H", "H", "H", "H", "H", "H", "H", "H", "H"],
  "positions_angstrom": [[-0.624, 1.346, -0.181], [-0.857, 1.937, 3.905], [-0.995, 1.930, 2.682], [-0.880, 0.907, 1.851], [-0.337, -0.305, 2.442], [0.422, -1.090, 1.419], [1.153, -2.204, 1.768], [1.786, -2.944, 0.790], [1.649, -2.570, -0.552], [0.893, -1.439, -0.816], [0.322, -0.697, 0.152], [-1.298, 3.290, 1.987], [-1.483, 4.464, 2.736], [-1.766, 5.660, 2.080], [-1.833, 5.644, 0.692], [-1.611, 4.467, 0.017], [-1.330, 3.329, 0.657], [-1.157, -0.910, 2.854], [0.276, -0.065, 3.313], [1.254, -2.510, 2.805], [2.436, -3.777, 1.017], [2.164, -3.108, -1.307], [0.733, -1.132, -1.858], [-1.463, 4.354, 3.810], [-1.960, 6.557, 2.673], [-2.093, 6.528, 0.141], [-1.588, 4.444, -1.064], [-5.096, 0.992, -1.138], [-3.911, 1.095, -0.394], [-2.760, 0.993, -1.041], [-2.755, 0.763, -2.357], [-3.953, 0.571, -3.040], [-5.141, 0.687, -2.417], [-1.452, 0.900, -3.063], [-1.335, 0.792, -4.415], [-0.069, 1.113, -4.964], [0.980, 1.455, -4.177], [0.792, 1.563, -2.760], [-0.442, 1.253, -2.263], [1.800, 1.957, -1.920], [3.041, 2.576, -2.365], [3.496, 3.633, -1.774], [2.652, 4.240, -0.855], [1.698, 3.600, -0.231], [1.535, 2.185, -0.485], [0.113, 1.053, -6.446], [-0.881, 1.423, -7.366], [-0.613, 1.304, -8.717], [0.531, 0.822, -9.190], [1.483, 0.437, -8.322], [1.304, 0.536, -6.944], [-6.070, 1.121, -0.648], [-3.914, 1.222, 0.671], [-4.009, 0.364, -4.098], [-2.147, 0.446, -5.030], [1.881, 1.836, -4.609], [3.626, 2.161, -3.158], [2.861, 5.268, -0.640], [1.114, 4.041, 0.574], [-1.821, 1.827, -7.034], [-1.360, 1.624, -9.441], [2.371, 0.003, -8.727], [2.059, 0.165, -6.279], [7.262, -0.351, 4.795], [6.366, -1.278, 3.941], [7.240, -1.931, 2.866], [5.823, -2.397, 4.823], [5.202, -0.452, 3.388], [4.358, 0.248, 4.303], [3.252, 0.975, 3.892], [3.029, 1.030, 2.540], [2.041, 1.723, 1.838], [2.364, 1.504, 0.508], [3.403, 0.623, 0.347], [3.822, 0.346, 1.641], [4.920, -0.394, 2.011], [8.181, -0.845, 5.133], [6.773, -0.028, 5.714], [7.490, 0.560, 4.227], [8.030, -2.511, 3.319], [7.702, -1.149, 2.244], [6.724, -2.631, 2.210], [6.635, -2.986, 5.284], [5.195, -3.069, 4.220], [5.243, -1.982, 5.634], [4.536, 0.183, 5.372], [2.598, 1.526, 4.580], [5.541, -0.875, 1.288], [-1.731, -3.280, 0.426], [-2.956, -2.427, 0.323], [-3.873, -2.504, 1.864], [-4.655, -1.410, 2.157], [-5.322, -1.348, 3.372], [-5.161, -2.373, 4.293], [-4.349, -3.467, 3.995], [-3.729, -3.557, 2.751], [-4.099, -3.251, -0.816], [-5.436, -2.845, -0.858], [-6.255, -3.269, -1.880], [-5.756, -4.166, -2.835], [-4.432, -4.620, -2.754], [-3.602, -4.121, -1.743], [-4.700, -0.597, 1.421], [-5.926, -0.472, 3.639], [-5.678, -2.320, 5.227], [-4.220, -4.239, 4.721], [-3.122, -4.392, 2.500], [-5.849, -2.137, -0.162], [-7.298, -2.912, -1.922], [-6.383, -4.479, -3.646], [-4.069, -5.323, -3.506], [-2.553, -4.456, -1.633]],
  "total_charge": 1,
  "energy_ev": -92923.0244,
  "spin_multiplicity": 1,
  "relative_energy_ev": 0.000,
  "homo_energy_ha": [-0.35523, -0.35521],
  "molar_mass_g_mol": 1016.68,
  "orbital_gap_ev": [6.3, 6.3],
  "fmax_ev_per_a": 1.887
}


(4)
{
  "formula": "C25H44Cl4MgN3O6Si",
  "method": "the ωB97M-V functional and the def2-TZVPD basis",
  "symbols": ["C", "C", "H", "H", "H", "C", "C", "H", "H", "H", "H", "Mg", "Cl", "C", "O", "N", "C", "C", "H", "H", "H", "H", "H", "H", "H", "H", "H", "C", "C", "N", "H", "C", "O", "H", "H", "H", "H", "H", "H", "C", "C", "N", "H", "C", "O", "H", "H", "H", "H", "O", "C", "C", "C", "H", "C", "H", "C", "H", "C", "C", "H", "H", "H", "Si", "Cl", "C", "C", "C", "H", "H", "H", "H", "H", "H", "H", "H", "H", "Cl", "C", "Cl", "C", "O", "O", "H"],
  "positions_angstrom": [[3.003, -2.664, -1.978], [2.414, -1.884, -3.086], [2.524, -3.672, -1.964], [2.791, -2.147, -1.041], [4.085, -2.832, -2.096], [2.521, -2.342, -4.350], [3.154, -3.648, -4.721], [2.203, -1.746, -5.208], [2.758, -4.495, -4.137], [4.250, -3.644, -4.592], [2.957, -3.854, -5.782], [0.362, 0.454, 1.611], [2.052, 1.326, 0.184], [-0.422, 3.303, 1.384], [-0.890, 2.139, 1.420], [-1.095, 4.379, 0.948], [-2.494, 4.202, 0.566], [-0.394, 5.585, 0.507], [0.598, 3.497, 1.751], [-3.004, 3.632, 1.350], [-2.584, 3.657, -0.385], [-2.917, 5.202, 0.466], [0.484, 5.726, 1.146], [-1.052, 6.458, 0.589], [-0.068, 5.491, -0.543], [-3.063, 1.938, 5.821], [-1.331, 0.921, 7.440], [-3.071, 0.970, 5.296], [-1.430, 0.000, 6.851], [-1.797, 0.304, 5.479], [-3.265, 1.111, 4.230], [-1.011, -0.017, 4.433], [-1.281, 0.213, 3.239], [-0.482, -0.531, 6.831], [-0.087, -0.532, 4.744], [-3.861, 0.366, 5.767], [-2.200, -0.612, 7.336], [-0.439, -4.974, 2.639], [-0.543, -3.132, -0.910], [-1.264, -4.494, 2.103], [-1.127, -3.777, -0.233], [-0.796, -3.481, 1.166], [-1.941, -4.026, 2.831], [0.345, -2.764, 1.517], [0.459, -1.523, 1.477], [-2.215, -3.625, -0.360], [1.142, -3.327, 1.998], [-1.827, -5.276, 1.576], [-0.892, -4.824, -0.460], [0.707, -0.852, -1.665], [1.711, -0.597, -2.673], [0.350, -0.351, -4.815], [1.227, 0.207, -3.886], [0.009, -1.386, -4.688], [-0.067, 0.385, -5.941], [2.443, 0.008, -2.122], [1.720, 1.505, -4.091], [-0.775, -0.063, -6.638], [0.431, 1.676, -6.147], [1.324, 2.239, -5.227], [2.408, 1.893, -3.337], [0.080, 2.269, -6.997], [1.719, 3.246, -5.380], [-0.901, -0.280, -1.626], [1.706, -4.162, -0.111], [-2.023, -0.998, -2.942], [-0.873, 1.606, -1.822], [-1.873, -0.663, -0.072], [-2.098, -0.366, -3.837], [-3.029, -1.065, -2.499], [-1.717, -2.013, -3.229], [-2.795, -1.182, -0.370], [-2.112, 0.269, 0.464], [-1.324, -1.334, 0.604], [-0.839, 1.945, -2.866], [-0.008, 2.038, -1.297], [-1.782, 2.028, -1.372], [2.018, 0.987, 6.332], [2.816, 1.890, 5.025], [4.301, 1.148, 4.437], [1.869, 1.983, 3.775], [1.728, 3.160, 3.414], [1.380, 0.890, 3.372], [3.010, 2.910, 5.374]],
  "total_charge": -1,
  "energy_ev": -106814.2952,
  "spin_multiplicity": 1,
  "relative_energy_ev": 1.549,
  "homo_energy_ha": -0.16657,
  "molar_mass_g_mol": 676.85,
  "orbital_gap_ev": 6.7,
  "fmax_ev_per_a": 1.927
}


(5)
{
  "formula": "C9H19AgCl2IInS",
  "method": "the ωB97M-V functional and the def2-TZVPD basis",
  "symbols": ["C", "C", "S", "C", "In", "C", "C", "C", "I", "C", "Cl", "C", "C", "Cl", "H", "H", "H", "H", "H", "H", "H", "H", "H", "H", "H", "H", "H", "H", "H", "H", "H", "H", "H", "Ag"],
  "positions_angstrom": [[3.793, -1.080, -0.103], [3.666, 0.392, -0.433], [3.098, 1.424, 0.945], [1.599, 0.599, 1.456], [0.080, 0.273, -0.208], [-0.984, 2.140, -0.531], [-2.494, 1.948, -0.815], [-3.313, 2.818, 0.124], [-5.423, 2.597, -0.126], [-1.225, -1.235, 0.789], [-0.242, -2.184, 2.000], [-1.944, -2.161, -0.154], [-1.076, -3.115, -0.952], [-3.249, -3.134, 0.685], [4.199, -1.613, -0.966], [2.824, -1.521, 0.140], [4.468, -1.305, 0.746], [4.615, 0.840, -0.739], [2.951, 0.507, -1.251], [1.835, -0.345, 1.941], [1.135, 1.265, 2.188], [0.921, -0.383, -1.597], [-0.865, 2.777, 0.354], [-0.507, 2.688, -1.349], [-2.832, 0.912, -0.708], [-2.718, 2.226, -1.849], [-3.112, 3.875, -0.040], [-3.122, 2.564, 1.165], [-1.956, -0.709, 1.404], [-2.521, -1.519, -0.827], [-0.560, -3.800, -0.278], [-1.669, -3.687, -1.665], [-0.327, -2.539, -1.503], [4.955, 0.484, 2.160]],
  "energy_ev": -62791.6565,
  "spin_multiplicity": 1,
  "homo_energy_ha": -0.29786,
  "molar_mass_g_mol": 579.81,
  "orbital_gap_ev": 5.7,
  "fmax_ev_per_a": 0.526
}